This record from OMol25 describes a structure of composition C19H34F3I2N4O9P2S. The level of theory is wB97M-V/def2-TZVPD.

Last column: Mulliken charge in e.
Geometry (Å):
I  3.563  0.208  -0.228  0.495
I  -2.429  -1.648  -1.844  -0.135
S  -1.094  3.264  3.608  -0.301
P  -1.449  -1.688  0.389  0.292
P  1.905  2.907  -0.529  0.210
F  5.183  1.003  4.381  -0.275
F  4.797  -0.468  2.873  -0.226
F  3.630  -0.444  4.679  -0.279
O  3.283  3.126  0.269  -0.414
O  -0.687  -3.120  0.288  -0.389
O  -3.592  2.475  0.197  -0.110
O  -2.056  -3.111  3.144  -0.633
O  1.580  -2.993  -4.156  -0.386
O  2.466  2.546  -1.999  -0.558
O  -0.032  0.344  1.445  -0.646
O  2.770  2.204  4.095  -0.591
O  1.363  -4.897  -2.987  -0.511
N  -4.056  -3.119  4.206  -0.392
N  -3.209  -5.059  3.282  -0.387
N  1.652  1.105  0.002  -0.954
N  0.891  2.441  1.863  -0.736
C  1.151  1.082  1.497  2.968
C  -3.045  -3.726  3.521  0.654
C  -1.867  3.207  -2.209  -1.192
C  -3.315  2.678  -2.147  -0.443
C  -0.660  1.400  -0.948  -1.419
C  2.262  -2.137  -3.224  -0.954
C  3.200  1.285  3.129  -0.081
C  -4.095  3.155  -0.942  -0.933
C  0.921  -0.298  -2.078  -2.143
C  2.683  -4.981  -4.974  -1.070
C  0.504  0.384  -0.779  3.977
C  1.361  -1.766  -2.031  -0.114
C  -4.082  3.018  1.404  -0.829
C  2.062  0.431  2.545  -2.085
C  1.819  -4.329  -3.942  0.757
C  -0.026  2.769  2.612  0.262
C  -0.849  2.071  -2.316  -0.768
C  4.221  0.342  3.773  0.557
C  0.081  -0.566  0.349  -1.142
H  3.168  -2.638  -2.874  0.348
H  -5.158  2.913  -1.073  0.435
H  0.910  -1.251  0.571  0.314
H  -3.867  2.952  -3.047  0.481
H  -3.729  2.390  2.219  0.182
H  -1.777  3.843  -3.092  0.474
H  1.905  -2.009  -1.122  0.409
H  -3.324  1.585  -2.106  0.078
H  -3.961  -2.140  4.394  0.216
H  0.078  -0.230  -2.764  0.262
H  3.660  -5.178  -4.530  0.268
H  -5.177  3.030  1.417  0.340
H  0.088  2.392  -2.765  0.714
H  -1.669  3.825  -1.331  0.451
H  -3.711  4.038  1.560  0.333
H  3.321  4.032  0.608  0.398
H  2.111  1.793  4.668  0.472
H  1.708  0.304  -2.538  0.465
H  -1.595  0.892  -0.711  0.270
H  -4.010  -5.580  3.582  0.164
H  2.818  -4.361  -5.855  0.341
H  -4.020  4.241  -0.805  0.438
H  -0.273  -3.336  1.136  0.358
H  3.737  1.826  2.351  0.338
H  2.565  -1.261  -3.797  0.473
H  -4.874  -3.601  4.526  0.162
H  -0.589  2.190  -0.199  0.119
H  2.245  -5.938  -5.251  0.368
H  1.377  0.210  3.369  0.738
H  -1.272  1.334  -3.004  0.364
H  2.425  -0.537  2.205  0.386
H  0.506  -2.435  -2.094  0.179
H  -2.482  -5.532  2.778  0.210
H  2.061  3.143  -2.643  0.375

## Properties
HOMO in eV: -11.09
DFT total energy in Eh: -3616.2966
Total charge: +1
2S+1: 1
ΔE to the lowest compared entry with this formula, charge and spin in kJ/mol: 0.00
Gap between HOMO and LUMO in eV: 6.793